Entry 1:
This record from OMol25 describes a 17-piece molecular cluster, C72H189N11O28 overall in a non-equilibrium geometry. The level of theory is ωB97M-V/def2-TZVPD.

Geometry as XYZ:
```
300
Properties=species:S:1:pos:R:3
O -9.31 -2.39 -3.46
O -2.05 -4.75 3.18
O -5.80 2.67 1.10
O -0.08 3.77 5.83
O -3.63 0.90 -4.04
O -0.60 -3.58 1.07
O -2.58 3.54 -8.10
O 2.24 -3.07 6.07
O 3.80 -4.00 -3.05
O 4.25 8.34 -5.40
O 8.45 5.06 2.96
O -0.26 -1.41 8.15
O 5.38 1.98 0.19
O -6.46 -2.72 4.54
O -2.37 -0.66 3.73
O 4.18 -0.27 9.59
O -4.08 -2.81 -2.25
O -4.38 -3.68 6.09
O 2.03 -1.34 -7.80
O 5.96 -6.85 -6.02
O 1.92 0.99 1.77
O 0.26 1.02 -2.71
O -0.76 -5.11 -4.72
O -0.53 5.36 -2.56
O 3.36 8.01 5.54
O -2.87 3.33 0.78
O 6.28 -2.60 -5.13
O -0.55 -6.11 -1.03
N 1.12 -3.08 -3.78
N -2.03 1.10 -6.40
N -0.34 -0.33 0.60
N 1.49 5.85 6.54
N -2.91 -6.06 0.59
N 2.37 -2.24 8.75
N 2.24 6.65 -4.42
N 4.04 -3.79 -6.16
N -7.61 -2.42 -1.18
N 6.19 4.57 1.12
N -6.31 -0.83 1.86
C 4.47 0.89 -0.13
C -8.56 -1.26 -1.39
C -6.30 -2.10 -1.78
C 3.00 7.79 6.86
C 5.99 4.24 -0.26
C 0.36 5.33 -3.57
C -5.39 -1.85 2.32
C -1.55 -0.30 1.49
C 1.88 -2.56 -2.65
C -6.55 3.83 0.59
C -3.23 -2.47 -1.17
C 7.25 -7.30 -5.61
C -1.38 -5.38 4.27
C -1.67 2.43 -8.46
C 3.33 -2.61 -2.84
C 0.73 -3.94 1.20
C 0.58 -6.52 -1.75
C 1.93 7.85 -5.25
C 2.79 6.29 7.05
C 1.28 5.58 5.10
C 3.26 -0.80 10.58
C 3.03 -3.16 -6.99
C -3.95 1.19 -2.72
C -3.40 -5.20 2.87
C -9.16 -1.19 -2.79
C -1.82 -6.63 -1.42
C 3.05 -1.66 -6.85
C -4.01 -2.99 7.27
C -1.41 4.23 -2.47
C 3.10 8.12 -6.23
C -0.57 0.27 -0.69
C 4.27 -5.24 -6.49
C -1.24 -5.71 -5.91
C -1.18 -0.72 2.86
C 1.63 -2.72 4.85
C 3.24 9.37 5.14
C -5.36 -3.29 -1.88
C 6.52 -1.23 -5.29
C 1.62 -0.01 -7.88
C 5.54 8.25 -6.02
C -6.14 -2.87 3.17
C 1.37 -3.70 6.99
C 1.40 2.29 2.08
C 2.04 -3.59 8.36
C 4.78 0.94 9.96
C 4.93 3.14 -0.52
C 1.30 1.66 -3.43
C -2.53 -7.21 -0.21
C -2.28 -0.15 -5.70
C 7.01 5.81 1.25
C -10.04 -2.22 -4.67
C -2.02 -1.01 5.08
C 1.39 6.38 -3.25
C -1.06 -3.68 -4.74
C -0.42 -0.18 8.88
C -0.05 4.97 5.05
C 2.75 -2.13 10.12
C -1.96 4.73 -7.79
C 5.03 -4.24 -2.23
C -2.33 3.83 1.96
C -1.24 3.01 5.67
C 9.08 5.34 4.15
C 5.61 -5.49 -5.89
C -7.55 -1.76 4.60
C 0.68 0.83 -1.34
C -6.54 1.42 0.93
C -0.29 -3.02 -3.59
C -3.43 -6.37 1.90
C -2.54 0.05 -4.18
C -2.13 1.07 -7.87
C 7.49 6.03 2.66
C -5.61 0.33 1.37
H -7.15 -0.76 4.74
H -5.11 -2.37 1.41
H -8.04 -3.19 -1.74
H 2.85 6.00 8.07
H -3.82 3.16 0.93
H 5.49 0.88 10.84
H 5.94 -3.78 -2.67
H 0.95 0.05 -8.68
H -8.17 -1.85 3.74
H -3.41 -1.43 -0.75
H -2.17 4.96 1.86
H -0.75 -1.75 2.86
H -6.07 4.71 0.93
H -2.13 -2.07 5.28
H 5.74 -3.05 -5.78
H -2.69 1.85 -6.07
H 2.90 -4.27 8.46
H -3.25 -3.17 -0.36
H -2.42 -5.76 -1.72
H 1.52 2.89 1.17
H 2.81 -1.36 -5.77
H 3.68 -1.98 -3.72
H -0.86 5.62 5.39
H -0.28 4.64 4.00
H 3.38 1.20 0.14
H 5.72 7.28 -6.46
H 5.55 -5.26 -4.83
H 1.33 -3.99 9.03
H -5.07 -3.25 5.67
H 3.16 -3.47 -8.02
H -1.90 0.70 1.47
H 5.84 -0.63 -4.65
H -4.92 0.03 0.53
H -0.94 4.80 -8.23
H 2.45 0.71 -8.08
H 7.22 -8.37 -5.79
H -1.58 0.54 -3.80
H -2.16 3.54 5.96
H 2.43 -0.10 10.67
H -2.73 -0.95 -3.75
H -0.60 -3.51 -2.60
H -2.52 5.56 -8.08
H 0.92 2.18 -4.35
H -0.93 -6.73 -5.98
H 2.00 -3.47 -6.78
H -8.18 -1.97 5.49
H 6.61 6.05 3.41
H 0.87 -4.86 1.74
H -4.56 -3.33 8.17
H -3.06 1.49 -2.16
H -2.24 4.45 -1.79
H 1.82 2.43 -2.94
H -7.04 -3.21 2.62
H 1.00 7.76 -5.76
H -2.71 -0.51 5.70
H 3.87 10.13 5.71
H 0.61 -3.05 4.86
H -1.34 3.43 1.91
H -0.68 -3.21 -5.71
H 1.94 8.82 -4.63
H -5.01 0.75 2.16
H 1.61 -1.50 -2.45
H -3.87 -5.57 3.82
H 5.62 9.08 -6.73
H 3.58 5.81 6.44
H 1.21 -4.79 6.77
H 1.35 -3.16 1.70
H 4.04 -1.30 -7.19
H 0.70 -1.60 7.97
H 1.09 0.42 1.54
H 5.15 -5.32 -2.28
H -0.98 -0.44 -1.43
H -1.84 4.08 -3.47
H -3.13 -0.78 -6.12
H 6.96 4.11 -0.75
H 4.45 0.64 -1.23
H 0.71 -7.60 -1.69
H -1.70 -7.39 -2.22
H -2.96 -3.23 7.52
H -2.31 -5.72 -5.87
H 6.38 6.65 0.95
H -1.60 2.43 -9.54
H -3.42 -7.73 -0.54
H 1.00 1.79 -0.91
H 2.01 2.81 2.92
H 1.78 -1.61 4.68
H -2.96 3.70 2.81
H -4.74 1.96 -2.77
H -0.74 2.62 -7.94
H -1.58 0.22 -8.28
H -9.33 -1.56 -0.71
H 0.97 7.32 -2.84
H 0.33 2.24 2.41
H -0.42 -4.84 4.39
H 6.23 8.32 -5.22
H 4.73 0.04 0.41
H 7.54 -1.03 -4.85
H 4.13 1.83 10.24
H -1.17 -6.47 4.16
H -1.81 -7.86 0.24
H -4.49 -1.51 2.88
H 3.92 -2.26 -2.02
H -7.51 3.80 1.04
H -2.90 -7.25 2.41
H 9.60 6.30 4.04
H -1.07 -3.90 1.87
H -0.13 5.40 -4.60
H 9.80 4.51 4.40
H 6.40 -4.92 -6.34
H 1.53 0.23 -1.25
H -5.67 -3.98 -2.67
H 3.70 8.18 7.56
H 2.20 -3.15 3.97
H -1.01 -0.77 5.30
H -3.18 0.85 -8.30
H 1.34 4.97 7.02
H 0.51 -6.25 -2.79
H 6.70 3.75 1.41
H -9.47 -1.88 -5.53
H -1.99 -5.56 0.71
H -0.91 3.29 -2.23
H -10.48 -3.18 -4.81
H 3.17 -2.03 8.23
H 2.14 4.91 4.82
H -4.45 -6.62 1.86
H -6.92 1.36 -0.13
H -6.61 3.77 -0.44
H -2.31 -1.03 1.14
H -10.88 -1.54 -4.50
H -4.07 -1.92 7.17
H 1.46 -6.06 -1.32
H 2.06 0.97 -3.86
H 3.51 -2.92 10.37
H -1.73 4.72 -6.72
H -0.10 -1.31 0.40
H -0.61 -1.94 -3.51
H -10.16 -0.71 -2.69
H 2.06 8.25 7.12
H 3.99 -3.67 -5.14
H 1.40 -4.04 -4.03
H 6.41 -0.76 -6.26
H -8.54 -0.50 -3.41
H 2.03 5.93 -2.47
H 4.78 2.92 -1.54
H -2.24 -2.55 -1.62
H -0.92 -5.16 -6.81
H 2.23 9.71 5.04
H 5.59 5.09 -0.78
H 7.47 -6.91 -4.56
H 2.67 8.92 -6.83
H 7.86 5.69 0.49
H 3.55 -5.89 -5.96
H -5.34 -3.85 -0.86
H -6.78 -1.13 1.05
H 0.43 -3.28 6.98
H -2.14 -3.47 -4.61
H 1.02 0.30 -6.98
H 3.64 9.36 4.12
H 0.03 0.69 8.38
H -2.02 -5.26 5.12
H -0.02 -0.36 9.84
H -1.10 2.15 6.31
H 8.13 -6.84 -6.25
H -1.47 0.12 8.95
H -3.95 -4.34 2.52
H -5.76 -1.36 -1.19
H -5.68 -3.86 3.09
H -1.41 -0.87 -5.76
H 1.69 -3.05 -1.72
H 4.88 -4.00 -1.18
H 7.96 7.06 2.70
H -4.41 0.23 -2.27
H 4.28 -5.54 -7.51
H -0.42 -0.15 3.36
H 1.92 -2.30 10.80
H 3.75 -0.84 11.49
H 1.15 -4.01 0.23
H -8.12 -0.30 -1.12
H -1.31 2.65 4.67
H 3.23 6.76 -4.25
H -6.37 -1.66 -2.77
H 5.25 1.33 9.02
H 0.88 4.36 -3.57
H 3.26 7.31 -6.91
H 1.34 6.59 4.54
H -7.45 1.38 1.59
H 4.01 3.51 -0.14
H 8.45 5.60 4.99
H -1.34 1.08 -0.59
```

The HOMO-LUMO gap comes out at 9.01 eV. The relative energy (zero: lowest compared OMol25 entry of this formula, charge and spin) comes out at 75.4 kcal/mol. The calculation puts the highest occupied orbital energy at -8.4 eV. For the energy, the calculation gives -5564.87047 Eh.



Entry 2:
This record from OMol25 describes a 8-piece molecular cluster, C27H57O25P overall in a non-equilibrium geometry. The level of theory is ωB97M-V/def2-TZVPD.

Geometry as XYZ:
```
110
Properties=species:S:1:pos:R:3
P 5.24 -0.78 -4.10
O 1.12 -0.88 -0.25
O -5.74 -0.34 3.63
O 3.87 3.92 1.51
O -7.30 0.71 0.76
O -0.37 0.07 1.11
O 5.40 -3.10 5.49
O -1.77 3.71 -1.41
O -5.18 0.00 0.52
O 0.17 3.85 -2.50
O 6.23 -1.37 -3.18
O 4.57 -1.67 -5.21
O 4.04 -0.07 -3.30
O 3.52 -2.68 4.56
O -0.94 -0.84 -0.87
O -7.02 -3.83 1.57
O 3.90 -1.85 6.60
O -5.87 2.05 -0.12
O -5.01 -4.39 0.71
O -3.73 -1.20 4.12
O -6.60 -5.80 0.54
O 5.86 0.47 -4.92
O 2.89 5.72 0.90
O 0.18 3.62 -0.33
O -5.47 -2.37 4.59
O 3.44 4.25 -0.69
C -6.30 -4.59 1.00
C -0.57 3.71 -1.41
C 2.41 6.65 -0.07
C -7.74 -0.60 1.14
C -2.93 -0.31 3.36
C 6.39 2.29 -3.33
C -4.57 2.53 -0.30
C 5.41 -2.35 -6.18
C 2.91 0.46 -4.03
C -5.04 -1.23 4.04
C 2.17 -0.34 0.55
C -0.58 3.33 0.84
C -6.87 -2.55 4.62
C 2.41 -1.83 4.38
C 3.41 4.60 0.45
C 4.23 -2.50 5.66
C 4.57 -2.55 -7.44
C -2.29 -0.39 -0.85
C -7.92 -6.28 0.74
C -0.11 -0.52 0.09
C -4.49 -3.10 0.99
C 1.91 0.81 -2.94
C -0.52 3.56 -3.72
C -6.04 0.84 0.39
C 6.23 -3.25 6.63
C 6.91 1.25 -4.37
C 4.33 2.59 1.36
H -5.00 -2.60 1.81
H 7.42 1.72 -5.21
H -4.44 -2.47 0.10
H 2.10 -1.90 3.34
H -7.17 -2.27 5.64
H -8.65 -5.47 0.84
H 1.36 -0.06 -2.56
H -7.16 -3.59 4.50
H 2.34 1.09 -1.98
H 5.36 2.01 -3.18
H 1.11 1.50 -3.20
H 3.12 -0.54 0.07
H -2.97 -1.22 -0.68
H 7.21 -2.90 6.31
H 4.85 2.36 0.43
H 7.67 0.63 -3.89
H 3.20 6.83 -0.80
H -4.22 2.51 -1.34
H -8.77 -0.51 1.45
H -3.86 1.97 0.32
H -7.11 -0.95 1.96
H -3.53 0.38 2.77
H 3.82 -3.33 -7.30
H -8.19 -6.79 -0.18
H 2.09 -0.55 1.61
H -2.40 0.32 4.08
H -2.44 0.38 -0.10
H 6.29 -4.32 6.86
H 2.77 -0.80 4.52
H 1.56 -1.91 5.04
H 3.57 1.85 1.62
H -7.64 -1.31 0.32
H 0.21 3.59 -4.53
H -7.48 -1.98 3.92
H 2.62 -0.19 -4.86
H -0.93 2.56 -3.65
H -1.27 4.32 -3.95
H 2.07 0.75 0.48
H 6.49 3.29 -3.75
H -2.57 -0.02 -1.84
H -8.04 -6.89 1.63
H -1.29 4.13 1.00
H 5.69 -3.32 -5.79
H 1.50 6.23 -0.47
H 5.26 -2.82 -8.24
H 0.12 3.27 1.67
H 2.23 7.62 0.39
H -4.40 3.58 -0.05
H 6.96 2.24 -2.41
H -1.10 2.37 0.74
H 3.95 -1.68 -7.65
H -2.13 -0.84 2.86
H 6.24 -1.68 -6.41
H 3.18 1.40 -4.54
H -3.45 -3.19 1.33
H 5.10 2.51 2.14
H 6.01 -2.69 7.54
```

The HOMO-LUMO gap comes out at 11.05 eV. The calculation puts the highest occupied orbital energy at -10.5 eV. For the energy, the calculation gives -3285.43296 Eh. As for the SMILES: CCOP(=O)(OCC)OCC.COC(=O)OC.COC(=O)OC.COC(=O)OC.COC(=O)OC.COC(=O)OC.COC(=O)OC.COC(=O)OC.



Entry 3:
This record from OMol25 describes C27H23AgAsNOS as an isolated structure in a non-equilibrium geometry. The level of theory is ωB97M-V/def2-TZVPD.

Geometry as XYZ:
```
55
Properties=species:S:1:pos:R:3
Ag -1.04 -0.83 -0.71
As 1.52 -0.60 -0.52
S -2.74 -1.32 2.63
O -1.47 -1.06 1.82
N -8.04 0.29 -2.39
C 4.86 -1.87 -2.92
C -3.87 -2.13 1.42
C 2.66 -1.00 3.95
C 2.35 0.27 2.00
C 3.85 0.60 -1.98
C 2.18 2.87 1.71
C 2.16 -0.86 1.25
C 2.48 -2.09 1.81
C -4.88 -1.28 -2.32
C 1.05 3.62 -0.26
C 3.67 -1.80 -2.14
C 1.51 1.31 -0.01
C 1.73 3.91 0.90
C 2.70 -2.19 3.16
C 5.01 0.51 -2.77
C -5.50 -0.04 -2.18
C -6.88 0.04 -2.34
C 1.05 2.33 -0.80
C 2.07 1.54 1.25
C -3.53 -1.29 -2.28
C 5.50 -0.67 -3.24
C -2.77 -0.22 -1.74
C 2.63 0.24 3.37
C -4.79 1.12 -2.00
C -3.38 1.00 -1.74
C -3.55 0.30 3.00
C 3.16 -0.59 -1.61
H 2.63 2.97 2.68
H -5.24 2.12 -1.96
H -2.86 1.89 -1.44
H 2.87 -3.14 3.65
H 2.56 -2.94 1.16
H 5.27 -2.80 -3.31
H -3.34 -3.02 1.09
H 3.06 -2.73 -2.01
H -4.07 -1.40 0.67
H 0.75 2.14 -1.82
H -5.42 -2.21 -2.58
H 2.76 1.13 4.00
H 3.49 1.57 -1.68
H 1.76 4.92 1.29
H -4.12 0.64 2.11
H -4.16 0.16 3.86
H 2.66 -1.11 4.99
H -2.79 1.04 3.30
H -3.02 -2.20 -2.68
H 6.39 -0.66 -3.87
H -4.79 -2.35 1.96
H 5.51 1.44 -3.02
H 0.42 4.40 -0.71
```

The HOMO-LUMO gap comes out at 7.94 eV. The relative energy (zero: lowest compared OMol25 entry of this formula, charge and spin) comes out at 0.0 kcal/mol. The calculation puts the highest occupied orbital energy at -7.7 eV. For the energy, the calculation gives -3953.46587 Eh.



Entry 4:
This record from OMol25 describes one molecule with the formula C14H7ClF4N2O2 in a non-equilibrium geometry. The level of theory is ωB97M-V/def2-TZVPD.

Geometry as XYZ:
```
30
Properties=species:S:1:pos:R:3
Cl -0.16 -3.14 1.51
F 2.65 2.16 0.66
F -3.02 3.17 0.43
F -1.37 3.48 -1.14
F -3.38 2.21 -1.66
O -1.56 1.54 -0.12
O 5.11 0.06 -3.03
N 4.25 0.27 -0.97
N 3.17 -1.16 -2.31
C 0.99 -1.07 -0.97
C 4.26 -0.35 -2.20
C 1.15 0.47 1.01
C -2.00 0.38 0.43
C 3.11 0.02 -0.33
C -2.38 2.58 -0.64
C -3.29 0.18 0.90
C 0.39 -0.37 0.17
C -1.27 -1.79 1.21
C -2.58 -1.97 1.75
C -1.01 -0.59 0.55
C 2.60 0.77 0.83
C -3.57 -0.96 1.53
C 2.37 -0.87 -1.23
H -4.62 -1.20 1.77
H 0.69 0.90 1.92
H -4.03 1.03 0.76
H -2.84 -2.86 2.28
H 2.76 -1.44 -3.17
H 0.39 -1.82 -1.59
H 3.20 0.36 1.65
```

The HOMO-LUMO gap comes out at 7.07 eV. The calculation puts the highest occupied orbital energy at -8.7 eV. For the energy, the calculation gives -1657.26500 Eh. As for the SMILES: O=C1N=C2C(=CC(c3c(Cl)cccc3OC(F)(F)F)=C[C@@H]2F)N1.